This record from OMol25 describes C15H42IN3O6SSi as an isolated structure. The level of theory is ωB97M-V with the def2-TZVPD basis set.

Summary:
E_tot: -59804.096 eV
F_max: 0.294 eV/A
Molar mass: 547.573 u

```
69
C15H42IN3O6SSi, DFT ωB97M-V with the def2-TZVPD basis set
C -2.224 1.401 1.344
Si -2.224 -0.445 1.566
C -0.709 -1.021 2.461
C -2.448 -1.292 -0.068
O -3.514 -0.855 2.598
S -5.009 -1.035 2.082
O -5.328 -2.435 2.148
O -5.626 -0.322 3.430
I -7.192 0.815 2.984
H -1.816 1.639 0.359
H -1.613 1.901 2.097
H -3.225 1.833 1.395
H 0.119 -0.339 2.256
H -0.874 -1.031 3.539
H -0.405 -2.022 2.157
H -2.971 -2.246 0.007
H -3.003 -0.653 -0.756
H -1.461 -1.468 -0.502
C 2.561 -0.467 -4.121
C 1.494 -1.535 -3.905
C 0.251 -1.042 -3.160
O 0.440 -0.817 -1.775
C 0.988 0.436 -1.421
N 2.107 -2.709 -3.283
H 3.136 -0.295 -3.210
H 3.270 -0.800 -4.875
H 2.122 0.481 -4.437
H 1.133 -1.852 -4.890
H -0.517 -1.817 -3.221
H -0.145 -0.133 -3.633
H 0.635 1.224 -2.094
H 2.081 0.435 -1.434
H 0.653 0.662 -0.408
H 1.448 -3.480 -3.265
H 2.310 -2.495 -2.311
C -4.764 5.141 7.457
C -5.838 5.208 6.377
C -6.461 3.854 6.027
O -5.631 2.994 5.275
C -4.709 2.217 6.014
N -5.300 5.910 5.211
H -3.825 4.765 7.051
H -4.572 6.139 7.850
H -5.065 4.493 8.282
H -6.663 5.817 6.762
H -7.335 4.035 5.395
H -6.803 3.342 6.938
H -5.134 1.918 6.979
H -3.770 2.746 6.199
H -4.501 1.323 5.428
H -6.041 6.102 4.545
H -4.649 5.294 4.732
C 8.038 -3.904 -5.491
C 7.465 -3.432 -4.159
C 5.971 -3.104 -4.195
O 5.643 -1.902 -4.864
C 5.525 -1.996 -6.267
N 8.284 -2.330 -3.651
H 8.198 -3.063 -6.167
H 9.005 -4.380 -5.331
H 7.374 -4.618 -5.982
H 7.563 -4.256 -3.443
H 5.621 -2.963 -3.170
H 5.401 -3.937 -4.628
H 5.122 -2.970 -6.564
H 6.478 -1.844 -6.782
H 4.832 -1.218 -6.590
H 8.016 -2.107 -2.698
H 8.082 -1.498 -4.197
```


This record from OMol25 describes C32H23ClF3N2O10PSTa as an isolated structure. The level of theory is ωB97M-V with the def2-TZVPD basis set.

Summary:
E_tot: -99354.552 eV
F_max: 0.967 eV/A
Molar mass: 931.976 u
Total charge: +1
Energy above the lowest of the compared OMol25 structures with the same formula, charge and spin: 4.211 eV

```
74
C32H23ClF3N2O10PSTa, DFT ωB97M-V with the def2-TZVPD basis set
Ta -0.646 -0.015 -0.403
O -2.460 -1.661 -5.002
C -2.093 -1.216 -3.803
O -1.072 -0.607 -3.601
C -3.118 -1.503 -2.751
C -4.310 -2.127 -3.064
C -5.219 -2.389 -2.048
C -4.900 -2.020 -0.759
C -3.688 -1.389 -0.545
N -2.808 -1.130 -1.507
C -3.245 -0.969 0.823
O -3.739 -1.324 1.843
O -2.198 -0.136 0.719
H -1.744 -1.485 -5.630
H -4.517 -2.402 -4.088
H -6.158 -2.879 -2.267
H -5.552 -2.210 0.083
C -0.573 -3.887 4.215
C -1.177 -2.650 4.383
C -0.707 -1.546 3.685
C 0.376 -1.683 2.823
C 0.969 -2.933 2.638
C 0.498 -4.030 3.340
P 0.891 -0.286 1.812
C 2.628 0.086 2.199
C 3.424 -0.775 2.944
C 4.714 -0.393 3.297
C 5.205 0.844 2.914
C 4.405 1.711 2.175
C 3.124 1.336 1.819
C 0.064 1.223 2.247
C 0.086 1.945 3.435
C -0.490 3.200 3.444
C -1.049 3.707 2.270
C -1.056 2.973 1.094
C -0.488 1.693 1.057
H -0.944 -4.748 4.758
H -2.022 -2.541 5.051
H -1.198 -0.586 3.798
H 1.781 -3.057 1.930
H 0.958 -5.000 3.194
H 3.049 -1.733 3.274
H 5.328 -1.067 3.882
H 6.209 1.139 3.194
H 4.784 2.682 1.879
H 2.504 2.012 1.242
H 0.554 1.536 4.324
H -0.504 3.792 4.350
H -1.500 4.692 2.281
H -1.542 3.393 0.227
S -1.847 1.773 -1.778
C -0.619 2.606 -2.693
N -0.112 1.985 -3.776
C 0.766 2.546 -4.624
C 1.192 3.828 -4.413
C 0.703 4.510 -3.301
C -0.200 3.905 -2.446
H -0.385 1.010 -3.900
H 1.105 1.927 -5.441
H 1.896 4.282 -5.095
H 1.029 5.524 -3.106
H -0.591 4.422 -1.582
O -1.028 -2.434 0.303
Cl -0.217 -2.977 -0.793
O 0.709 -3.946 -0.365
O -1.028 -3.422 -1.869
O 0.513 -1.718 -1.215
F 1.638 -0.335 -3.849
C 2.653 -0.046 -3.020
F 3.242 1.075 -3.488
F 3.524 -1.033 -3.073
C 2.215 0.213 -1.552
O 3.024 0.009 -0.704
O 0.983 0.709 -1.394
```


This record from OMol25 describes a 4-piece molecular cluster, H8O4 overall at a distorted geometry. The level of theory is ωB97M-V with the def2-TZVPD basis set.

Summary:
E_tot: -8319.687 eV
F_max: 2.287 eV/A
Molar mass: 72.060 u
Structure (SMILES): O.O.O.O
Energy above the lowest of the compared OMol25 structures with the same formula, charge and spin: 0.989 eV

```
12
H8O4, DFT ωB97M-V with the def2-TZVPD basis set
O 25.347 1.549 17.156
H 25.483 1.388 16.220
H 25.582 2.427 17.357
O 26.035 -1.280 17.865
H 25.274 -1.645 18.364
H 26.009 -0.374 18.066
O 23.836 -2.265 18.830
H 23.716 -3.133 19.155
H 23.471 -1.668 19.452
O 24.888 -1.791 15.682
H 25.477 -2.454 15.273
H 25.271 -1.598 16.590
```


This record from OMol25 describes C27H37KN2O2S3Si as an isolated structure at a distorted geometry. The level of theory is ωB97M-V with the def2-TZVPD basis set.

Summary:
E_tot: -92386.366 eV
F_max: 1.030 eV/A
Molar mass: 584.990 u
Total charge: -2
Energy above the lowest of the compared OMol25 structures with the same formula, charge and spin: 0.390 eV

```
73
C27H37KN2O2S3Si, DFT ωB97M-V with the def2-TZVPD basis set
K -1.342 1.347 0.436
C 2.540 -0.092 -2.045
C 3.061 1.344 -2.138
C 4.295 1.495 -1.250
C 1.939 2.296 -1.794
C 1.823 2.933 -0.567
C 0.746 3.755 -0.292
C -0.261 3.954 -1.226
C -1.442 4.814 -0.906
C -0.141 3.325 -2.460
C 0.941 2.514 -2.738
H 3.286 -0.799 -2.406
H 1.631 -0.220 -2.625
H 2.303 -0.328 -1.012
H 3.357 1.546 -3.179
H 4.054 1.200 -0.233
H 4.656 2.522 -1.247
H 5.093 0.846 -1.610
H 2.566 2.784 0.197
H 0.673 4.230 0.675
H -1.601 4.845 0.170
H -2.344 4.422 -1.373
H -1.283 5.835 -1.264
H -0.907 3.469 -3.212
H 1.013 2.029 -3.703
S -3.613 1.791 4.078
C -3.241 2.616 2.640
S -1.800 3.524 2.561
S -4.287 2.563 1.317
C 2.966 -0.111 3.133
C 1.644 0.641 3.081
O 1.397 1.414 2.182
N 0.819 0.390 4.118
C -0.562 0.846 4.173
C -1.490 -0.255 3.755
C -2.348 -0.878 4.665
C -3.116 -1.942 4.242
C -2.995 -2.361 2.917
C -2.105 -1.701 2.099
N -1.345 -0.688 2.503
H 3.759 0.539 2.769
H 2.882 -0.962 2.459
H 3.206 -0.461 4.131
H 1.043 -0.385 4.725
H -0.652 1.709 3.493
H -0.799 1.182 5.185
H -2.429 -0.500 5.672
H -3.804 -2.434 4.918
H -3.581 -3.182 2.536
H -1.978 -1.983 1.064
O 1.421 -1.939 0.984
H 1.027 -2.349 0.204
H 0.770 -1.294 1.286
C -3.212 -2.030 -1.646
Si -1.548 -1.106 -1.998
C -1.890 -0.548 -3.825
C -0.399 -2.620 -2.269
C 0.491 -2.705 -3.341
C 1.414 -3.724 -3.457
C 1.485 -4.713 -2.489
C 0.623 -4.656 -1.404
C -0.285 -3.621 -1.300
H -3.626 -2.515 -2.533
H -3.954 -1.331 -1.275
H -3.094 -2.797 -0.883
H -2.129 -1.379 -4.494
H -1.040 -0.013 -4.246
H -2.734 0.140 -3.843
H 0.445 -1.945 -4.109
H 2.085 -3.756 -4.309
H 2.199 -5.523 -2.580
H 0.674 -5.422 -0.640
H -0.950 -3.596 -0.446
```


This record from OMol25 describes C3H4N4 as an isolated structure at a distorted geometry. The level of theory is ωB97M-V with the def2-TZVPD basis set.

Summary:
E_tot: -9132.405 eV
F_max: 4.150 eV/A
Molar mass: 96.093 u
Energy above the lowest of the compared OMol25 structures with the same formula, charge and spin: 4.452 eV

```
11
C3H4N4, DFT ωB97M-V with the def2-TZVPD basis set
C 1.566 0.780 -0.054
C 1.606 -0.733 0.084
C 0.112 0.645 -0.031
H 1.860 1.557 0.742
H 1.850 0.991 -1.007
H 1.991 -1.147 1.029
H 2.227 -1.252 -0.672
N 0.090 -0.641 -0.033
N -1.138 -1.082 -0.060
N -1.804 0.019 0.039
N -1.095 1.089 0.042
```


This record from OMol25 describes C16H25CuN2O12 as an isolated structure at a distorted geometry. The level of theory is ωB97M-V with the def2-TZVPD basis set.

Summary:
E_tot: -89176.286 eV
F_max: 6.039 eV/A
⟨S²⟩: 0.7811
Molar mass: 500.924 u
Spin multiplicity: 2
Total charge: -1
Energy above the lowest of the compared OMol25 structures with the same formula, charge and spin: 7.807 eV

```
56
C16H25CuN2O12, DFT ωB97M-V with the def2-TZVPD basis set
Cu -1.656 0.157 -1.468
N -5.949 -0.402 -0.052
O -5.576 -1.018 -1.046
O -4.951 0.069 0.456
O -7.091 -0.252 0.265
C 2.423 4.764 -4.055
C 1.284 4.055 -3.455
C 0.138 4.842 -2.773
O -0.781 4.239 -2.332
C 0.396 6.207 -2.613
C 1.535 6.854 -3.097
C 2.503 6.125 -3.914
O 3.670 6.593 -4.238
O 1.615 8.115 -2.883
O 1.298 2.859 -3.192
H 3.180 4.325 -4.687
H -0.405 6.659 -2.046
C 3.745 -0.415 5.903
C 3.869 0.617 4.685
O 2.704 0.472 3.853
C 1.853 1.423 3.521
O 0.968 1.337 2.664
O 2.177 2.596 4.157
C 1.406 3.831 3.967
H 2.962 -0.150 6.614
H 4.698 -0.553 6.414
H 3.351 -1.316 5.433
H 4.635 0.268 3.992
H 4.192 1.629 4.928
H 1.633 4.617 4.686
H 0.385 3.510 4.170
H 1.478 4.331 3.001
C -2.915 -1.229 -4.236
O -1.938 -1.798 -3.340
C -1.685 -3.201 -3.554
C -0.678 -3.708 -2.569
N -1.004 -3.550 -1.115
C 0.172 -3.854 -0.285
C -0.371 -4.046 1.146
O -0.947 -5.365 1.289
C -1.758 -5.451 2.601
H -3.874 -1.685 -3.991
H -2.650 -1.500 -5.258
H -2.965 -0.140 -4.252
H -1.400 -3.418 -4.583
H -2.689 -3.621 -3.485
H 0.192 -3.163 -2.936
H -0.587 -4.774 -2.773
H -1.772 -4.151 -0.851
H 0.954 -3.095 -0.309
H 0.538 -4.842 -0.564
H -1.049 -3.263 1.484
H 0.458 -4.061 1.854
H -0.935 -5.531 3.311
H -2.387 -6.335 2.700
H -2.401 -4.608 2.857
```


This record from OMol25 describes a 14-piece molecular cluster, C33H19BrCl52F4O4 overall at a distorted geometry. The level of theory is ωB97M-V with the def2-TZVPD basis set.

Summary:
E_tot: -774791.835 eV
F_max: 1.789 eV/A
Molar mass: 2478.963 u

```
113
C33H19BrCl52F4O4, DFT ωB97M-V with the def2-TZVPD basis set
C 4.257 -3.978 2.602
C 3.537 -2.748 3.227
C 2.354 -3.257 4.037
O 2.312 -3.246 5.243
O 1.283 -3.812 3.344
C 0.258 -2.839 3.095
C -1.127 -3.500 2.911
C -1.929 -2.909 1.732
C -2.767 -1.829 2.034
C -2.904 -1.231 3.445
F -1.711 -0.987 4.039
F -3.528 -0.020 3.351
C -3.845 -2.130 4.334
F -4.472 -3.018 3.523
F -4.830 -1.385 4.902
C -3.583 -1.228 1.061
C -3.522 -1.756 -0.202
C -2.669 -2.823 -0.538
C -1.855 -3.434 0.408
C -0.990 -4.617 -0.002
Br -1.875 -6.240 0.739
C 0.493 -4.526 0.455
C 1.425 -5.357 -0.471
C -2.730 -3.238 -2.009
O -1.767 -3.561 -2.666
C -4.129 -3.165 -2.607
C -4.939 -2.165 -2.280
C -4.431 -1.154 -1.273
O -4.692 0.024 -1.331
H 5.153 -3.634 2.065
H 4.539 -4.696 3.385
H 3.564 -4.474 1.908
H 3.183 -2.068 2.435
H 4.199 -2.180 3.893
H 0.268 -2.143 3.948
H 0.475 -2.246 2.187
H -1.047 -4.578 2.722
H -1.698 -3.401 3.844
H -3.306 -2.607 5.165
H -4.241 -0.389 1.270
H -0.965 -4.788 -1.080
H 0.533 -5.044 1.424
H 0.834 -3.492 0.575
H 1.344 -5.015 -1.510
H 1.198 -6.428 -0.357
H 2.442 -5.227 -0.067
H -4.402 -3.961 -3.299
H -5.944 -2.126 -2.705
C 6.752 -5.432 5.613
Cl 5.240 -4.524 5.765
Cl 8.067 -4.514 6.359
Cl 6.584 -6.991 6.429
Cl 7.122 -5.702 3.902
C -5.634 3.486 -0.699
Cl -4.273 3.359 -1.820
Cl -7.079 2.786 -1.444
Cl -5.256 2.614 0.791
Cl -5.933 5.189 -0.326
C 0.287 0.517 -0.458
Cl -0.741 -0.920 -0.574
Cl 0.813 0.725 1.222
Cl 1.708 0.320 -1.501
Cl -0.629 1.939 -0.969
C 5.446 0.721 -4.007
Cl 4.068 0.504 -2.914
Cl 6.144 2.325 -3.769
Cl 6.669 -0.511 -3.667
Cl 4.899 0.562 -5.683
C -8.495 7.749 -2.857
Cl -8.094 6.035 -2.699
Cl -7.413 8.499 -4.038
Cl -10.171 7.916 -3.401
Cl -8.302 8.545 -1.288
C -4.671 -7.633 3.942
Cl -6.355 -8.135 4.149
Cl -4.606 -5.891 3.659
Cl -3.752 -8.028 5.401
Cl -3.970 -8.482 2.558
C -5.547 9.159 -7.836
Cl -6.121 10.215 -9.133
Cl -5.901 9.913 -6.278
Cl -6.369 7.598 -7.935
Cl -3.795 8.907 -8.015
C 5.028 -8.876 9.953
Cl 3.430 -9.050 9.217
Cl 5.132 -9.901 11.390
Cl 6.269 -9.365 8.790
Cl 5.285 -7.187 10.411
C 8.634 4.460 -6.166
Cl 8.031 5.477 -7.483
Cl 8.270 5.232 -4.616
Cl 7.849 2.879 -6.232
Cl 10.385 4.261 -6.329
C -2.654 7.824 -3.696
Cl -1.131 6.942 -3.881
Cl -3.243 8.326 -5.290
Cl -3.853 6.775 -2.926
Cl -2.389 9.255 -2.688
C 7.045 9.191 -3.665
Cl 7.632 8.223 -5.024
Cl 5.522 8.512 -3.076
Cl 8.246 9.163 -2.363
Cl 6.785 10.859 -4.190
C 8.775 14.425 -2.794
Cl 9.200 12.722 -2.593
Cl 9.848 15.165 -3.990
Cl 7.099 14.551 -3.349
Cl 8.949 15.265 -1.247
C -6.518 -5.867 -0.706
Cl -7.108 -5.852 0.962
Cl -5.215 -4.674 -0.889
Cl -5.905 -7.478 -1.103
Cl -7.841 -5.451 -1.806
```


This record from OMol25 describes a 2-piece molecular cluster, C5H12NO2 overall at a distorted geometry. The level of theory is ωB97M-V with the def2-TZVPD basis set.

Summary:
E_tot: -10957.962 eV
F_max: 7.086 eV/A
⟨S²⟩: 0.7534
Molar mass: 118.156 u
Spin multiplicity: 2
Energy above the lowest of the compared OMol25 structures with the same formula, charge and spin: 5.410 eV

```
20
C5H12NO2, DFT ωB97M-V with the def2-TZVPD basis set
O -3.423 0.632 0.131
C -2.844 -0.395 -0.086
C -1.566 -0.181 -0.879
C -0.404 -0.725 0.126
C 0.934 0.289 0.167
C 2.265 0.087 -0.061
N -1.374 1.185 -1.554
H -3.134 -1.483 0.133
H -1.532 -0.949 -1.744
H -0.108 -1.682 -0.264
H -0.731 -0.744 1.173
H 0.710 1.340 0.725
H 2.843 -0.774 -0.207
H 3.001 0.964 -0.152
H -0.603 1.635 -1.158
H -2.286 1.677 -1.552
H -1.208 1.086 -2.603
H 3.852 -0.526 2.256
H 2.644 -0.979 3.122
O 2.965 -0.455 2.428
```


This record from OMol25 describes one molecule with the formula C5H12N2O. The level of theory is ωB97M-V with the def2-TZVPD basis set.

Summary:
E_tot: -10405.635 eV
F_max: 0.986 eV/A
Molar mass: 116.164 u
Structure (SMILES): [H]/N=C(\NO)C(C)(C)C
Energy above the lowest of the compared OMol25 structures with the same formula, charge and spin: 2.789 eV

```
20
C5H12N2O, DFT ωB97M-V with the def2-TZVPD basis set
H -2.629 -1.213 0.862
N -1.613 -1.188 0.888
C -1.080 -0.278 0.192
N -1.868 0.613 -0.504
O -1.407 1.748 -1.193
C 0.434 -0.194 0.128
C 0.851 -0.499 -1.318
C 0.966 1.182 0.543
C 1.021 -1.254 1.062
H -2.762 0.289 -0.844
H -1.595 2.510 -0.626
H 0.446 0.244 -2.001
H 0.490 -1.481 -1.614
H 1.935 -0.489 -1.397
H 0.702 1.947 -0.182
H 0.575 1.462 1.520
H 2.051 1.141 0.608
H 0.660 -2.239 0.787
H 2.107 -1.239 1.003
H 0.716 -1.061 2.086
```